71
Properties=species:S:1:pos:R:3:forces:R:3:lowdin_spin:R:1 method="wB97M-V/def2-TZVPD" homo_energy_ev="-3.9 / -4.9" lumo_ev="2.246 / 2.246" max_force_ev_per_a=0.5 relative_energy_kj_mol=37.1 orbital_gap_ev="6.12 / 7.19" spin_multiplicity=2 total_charge=-1
Ti 0.185 -0.166 0.461 0.108 -0.027 -0.054 0.87
O -3.169 4.105 0.341 -0.123 0.099 -0.113 0.00
C -2.954 3.851 -0.958 -0.008 0.016 0.063 0.00
C -3.771 4.483 -1.898 -0.002 0.013 -0.022 0.00
C -3.586 4.263 -3.250 0.013 -0.017 0.043 0.00
C -2.583 3.406 -3.697 -0.003 0.000 -0.021 0.00
C -1.776 2.775 -2.767 -0.010 -0.013 0.008 0.00
C -1.945 2.977 -1.399 0.080 0.036 -0.047 0.00
C -1.071 2.244 -0.451 -0.041 -0.036 0.078 0.00
O -0.222 1.398 -0.904 0.068 0.062 -0.031 0.00
N -1.236 2.486 0.829 0.124 -0.085 0.065 0.01
N -0.389 1.646 1.547 -0.031 -0.048 -0.025 0.00
C -0.071 2.008 2.733 -0.019 0.033 0.023 0.00
C 0.915 1.336 3.542 0.005 -0.038 -0.060 0.00
C 1.076 1.753 4.871 -0.030 0.023 0.007 0.00
C 2.039 1.214 5.690 0.046 -0.046 0.003 0.00
C 2.893 0.235 5.162 -0.040 0.035 -0.013 0.00
C 2.773 -0.182 3.859 0.019 -0.002 0.005 0.00
C 1.775 0.339 3.001 -0.097 0.073 0.063 0.00
O 1.700 -0.087 1.780 -0.030 0.077 -0.118 0.02
H -2.502 3.568 0.853 0.037 -0.042 0.057 0.00
H -4.545 5.146 -1.536 0.001 -0.002 0.004 0.00
H -4.229 4.765 -3.963 0.001 0.000 -0.004 0.00
H -2.433 3.240 -4.756 0.000 -0.001 0.000 0.00
H -0.984 2.103 -3.075 0.006 -0.005 -0.005 0.00
H -0.538 2.909 3.137 0.016 -0.004 0.004 0.00
H 0.409 2.521 5.251 0.003 0.001 -0.005 0.00
H 2.137 1.539 6.717 0.006 -0.002 0.000 0.00
H 3.663 -0.203 5.788 -0.002 0.006 0.012 0.00
H 3.429 -0.938 3.447 -0.004 -0.004 -0.006 0.00
F -0.242 -1.655 3.103 -0.077 -0.024 0.000 0.00
C -0.988 -1.474 1.935 0.075 -0.172 0.053 -0.01
F -2.140 -0.813 2.361 -0.033 0.038 -0.016 0.00
C -1.478 -2.904 1.634 0.087 0.108 0.024 0.00
F -0.481 -3.637 1.091 -0.019 -0.032 0.010 0.00
F -2.508 -2.940 0.773 -0.003 0.004 0.006 0.00
F -1.888 -3.572 2.736 0.003 0.005 -0.041 0.00
N 1.376 -1.146 -0.713 -0.292 0.194 0.403 -0.04
C 2.459 -1.426 -1.276 0.188 -0.198 -0.270 0.06
C 3.426 -0.371 -1.719 0.045 -0.025 -0.042 0.00
C 2.950 0.904 -2.022 0.001 -0.005 0.000 0.01
C 3.830 1.913 -2.381 0.019 0.021 -0.008 0.00
C 5.196 1.667 -2.434 0.006 -0.002 -0.001 0.01
C 5.678 0.402 -2.128 -0.004 0.011 -0.005 0.00
C 4.797 -0.612 -1.779 0.012 0.028 0.014 0.01
C 2.803 -2.869 -1.535 0.041 0.012 0.019 0.00
C 3.402 -3.293 -2.718 0.014 -0.027 -0.039 0.01
C 3.604 -4.645 -2.962 0.011 -0.003 -0.019 0.00
C 3.225 -5.589 -2.019 -0.011 0.007 0.028 0.01
C 2.637 -5.173 -0.829 0.014 -0.014 -0.029 0.00
C 2.425 -3.824 -0.592 -0.022 0.029 0.001 0.01
H 1.886 1.092 -1.954 -0.005 0.010 0.011 0.00
H 3.451 2.901 -2.612 -0.023 -0.007 0.001 0.00
H 5.882 2.459 -2.708 0.002 0.001 0.001 0.00
H 6.744 0.208 -2.154 0.000 -0.015 0.002 0.00
H 5.176 -1.595 -1.530 0.018 0.012 0.000 0.00
H 3.703 -2.559 -3.457 -0.012 -0.011 0.002 0.00
H 4.057 -4.964 -3.894 0.002 0.011 -0.003 0.00
H 3.386 -6.643 -2.208 0.000 -0.004 0.001 0.00
H 2.340 -5.903 -0.086 -0.003 0.004 0.008 0.00
H 1.944 -3.482 0.315 0.008 -0.016 0.003 0.00
C -2.686 -1.078 -3.047 0.088 0.019 0.146 0.00
S -1.104 -1.166 -2.201 -0.072 -0.071 -0.156 0.00
C -0.881 -2.943 -2.317 -0.007 0.095 0.110 0.00
O -1.476 -0.915 -0.758 -0.130 -0.078 -0.041 0.02
H -2.550 -1.395 -4.081 -0.020 0.002 -0.013 0.00
H -3.012 -0.040 -3.009 0.006 0.003 -0.011 0.00
H -3.393 -1.719 -2.521 -0.019 0.012 -0.025 0.00
H -0.741 -3.219 -3.362 0.002 0.005 -0.014 0.00
H -1.751 -3.431 -1.879 0.018 -0.012 -0.014 0.00
H 0.014 -3.167 -1.739 -0.003 -0.016 -0.007 0.00